ORCA calculation (ωB97M-V/def2-TZVPD) on a single C27H26N4O molecule.

Each line ends with the natural charge from an NBO analysis.
Cartesian coordinates (Å):
O 1.45 1.46 -3.11  -0.609
N 7.30 -2.81 0.50  -0.413
N 0.04 0.18 -1.90  -0.433
N 3.97 0.81 1.18  -0.431
N -2.67 0.16 -1.12  -0.447
C 2.15 0.84 -0.93  -0.031
C 3.00 1.74 1.16  0.237
C 5.71 -1.36 1.52  -0.227
C -4.74 -2.10 -1.21  -0.649
C -1.62 0.17 -0.12  -0.242
C -3.94 0.65 -0.60  -0.253
C -4.58 0.21 1.79  -0.219
C -5.07 -0.61 2.80  -0.223
C -4.84 -1.57 0.19  -0.016
C -5.44 -1.91 2.51  -0.203
C 1.07 2.83 0.12  -0.184
C 6.82 -2.46 -0.68  0.038
C 3.17 -0.07 -0.89  -0.233
C 6.76 -2.26 1.57  0.037
C -2.25 0.89 -2.31  -0.223
C 1.95 3.63 2.22  -0.202
C -5.32 -2.38 1.21  -0.212
C 1.03 3.71 1.16  -0.208
C 4.08 -0.04 0.19  0.205
C -1.01 0.22 -2.89  -0.232
C 5.19 -1.00 0.28  -0.028
C 2.05 1.81 0.10  -0.121
C 2.92 2.66 2.22  -0.201
C 1.19 0.87 -2.08  0.664
C 5.77 -1.57 -0.85  -0.248
C -4.47 -0.26 0.48  0.036
C -0.37 -0.49 -0.69  -0.212
H -4.65 0.68 -1.43  0.208
H -1.38 1.21 0.19  0.169
H -5.81 -2.55 3.29  0.213
H -3.84 1.67 -0.20  0.175
H 7.19 -2.56 2.52  0.193
H 0.38 2.90 -0.70  0.218
H -0.63 0.78 -3.75  0.250
H -4.92 -3.18 -1.23  0.214
H -0.60 -1.54 -0.93  0.200
H 0.44 -0.47 0.05  0.226
H -1.97 -0.38 0.75  0.223
H 3.26 -0.82 -1.66  0.226
H -5.15 -0.23 3.80  0.213
H 0.28 4.49 1.18  0.217
H -4.29 1.22 2.01  0.206
H 5.29 -0.92 2.42  0.237
H -2.02 1.94 -2.08  0.167
H -3.05 0.86 -3.04  0.208
H -3.76 -1.89 -1.62  0.242
H -5.49 -1.62 -1.85  0.215
H 3.65 2.59 3.01  0.225
H -1.25 -0.80 -3.20  0.198
H 1.89 4.34 3.03  0.217
H -5.62 -3.40 0.99  0.208
H 7.30 -2.93 -1.53  0.192
H 5.44 -1.31 -1.85  0.219

**Molar mass**: 422.53 g/mol
**HOMO-LUMO gap**: 8.58 eV
**Energy relative to the best compared isomer or geometry (same formula, charge and spin)**: 0.0 kJ/mol
**HOMO**: -8.86 eV
**Multiplicity**: 1
**LUMO**: -0.282 eV
**Calculated total energy**: -1338.7788 Eh
**SMILES**: Cc1ccccc1CN1CCN(C(=O)c2cc(-c3ccncc3)nc3ccccc23)CC1

ORCA calculation (ωB97M-V/def2-TZVPD) on a molecular structure, C27H27BBrF4N6O3PYb in a non-equilibrium geometry.

Each line ends with the Mulliken spin population.
Cartesian coordinates (Å):
Yb 0.59 0.08 -0.35  1.007
Br -0.79 3.30 -0.48  0.000
P -0.91 -3.14 0.35  0.000
F 2.92 -3.15 -0.43  0.000
F 4.17 -1.23 -0.41  0.000
F 1.91 -1.35 0.65  -0.001
F 2.16 -1.02 -1.51  0.001
O -2.18 -3.71 -0.54  0.000
O -0.16 -4.45 0.71  0.000
O -0.10 -2.48 -0.90  0.000
N -2.20 -0.27 -0.54  0.000
N 0.68 1.54 -2.27  -0.002
N -0.35 0.71 1.78  -0.001
N -2.73 -0.06 1.73  0.000
N 1.56 1.95 2.77  0.000
N 2.40 1.44 0.63  -0.003
C -1.35 2.06 6.08  0.000
C 0.10 2.68 -2.06  0.001
C -3.88 -0.83 -2.13  0.000
C -2.55 -0.45 -1.81  0.001
C -3.40 -4.23 -0.08  0.000
C 0.67 3.35 -4.30  0.000
C -0.03 3.61 -3.13  0.000
C 1.08 -4.75 1.40  0.000
C 2.46 2.07 1.78  -0.001
C 4.52 2.43 0.04  0.000
C -2.83 1.08 4.46  0.001
C 0.41 1.28 2.77  -0.001
C 1.57 1.36 -3.30  0.000
C -1.71 0.88 3.64  0.001
C -4.44 -0.68 0.18  0.000
C -0.28 1.98 5.17  -0.001
C 3.51 1.55 -0.19  -0.002
C 0.10 -3.35 -2.08  0.000
C 3.54 3.10 2.06  0.000
C 1.52 2.18 -4.39  0.000
C -2.66 1.72 5.68  0.000
C -3.07 -0.34 0.46  0.000
C -4.83 -1.00 -1.12  0.000
C -1.61 0.49 2.24  -0.001
C 4.56 3.23 1.18  0.000
C -0.51 1.42 3.95  0.000
C 2.37 1.94 -5.54  0.000
B 2.88 -1.73 -0.38  0.000
H -4.12 -4.43 -0.95  0.000
H -0.31 4.66 -2.96  0.000
H 0.73 2.35 5.28  0.000
H -3.88 -3.54 0.58  0.000
H 2.90 0.96 -5.60  0.000
H 3.42 3.55 3.01  0.000
H 0.04 -4.41 -1.74  0.000
H 1.96 2.20 -6.53  0.000
H -3.24 -5.22 0.43  0.000
H 5.27 2.35 -0.72  0.000
H 1.00 -3.03 -2.51  0.000
H -5.02 -0.60 1.07  0.000
H 0.89 -5.47 2.25  0.000
H -3.47 1.90 6.42  0.000
H 0.48 3.81 -5.28  0.000
H 1.76 -5.32 0.76  0.000
H -3.77 0.76 4.06  0.000
H -5.87 -1.39 -1.27  0.000
H -1.81 -0.29 -2.61  0.000
H 3.48 0.94 -1.16  0.000
H -1.18 2.21 7.15  0.000
H 5.26 4.04 1.29  0.000
H 2.23 0.52 -3.27  0.000
H 1.72 -3.96 1.77  0.000
H 3.24 2.61 -5.35  0.000
H -0.74 -3.16 -2.74  0.000
H -4.11 -1.24 -3.15  0.000

**Total charge**: +1
**Molar mass**: 854.27 g/mol
**HOMO-LUMO gap (alpha / beta)**: 6.79 / 6.57 eV
**Energy relative to the best compared isomer or geometry (same formula, charge and spin)**: 0.0 kJ/mol
**HOMO (alpha / beta)**: -10.36 / -10.36 eV
**Multiplicity**: 2
**LUMO (alpha / beta)**: -3.570 / -3.799 eV
**Calculated total energy**: -6097.8529 Eh

ORCA calculation (ωB97M-V/def2-TZVPD) on a molecular structure, C27H27BF4GeNOPd in a non-equilibrium geometry.

Each line ends with the Mulliken spin population.
Cartesian coordinates (Å):
Pd 0.66 -0.52 -1.21  1.175
Ge -0.25 1.71 0.89  -0.131
F -0.03 0.71 -4.08  0.004
F 0.38 -1.57 -4.38  0.003
F 1.37 0.05 -5.83  0.000
F 2.16 -0.21 -3.72  0.006
O 2.29 -1.84 -1.93  0.034
N -0.74 -2.20 -1.61  0.077
C -0.58 0.94 -0.86  0.934
C 0.69 4.67 1.46  -0.014
C -0.34 3.80 0.99  0.004
C -1.08 -0.37 2.85  0.020
C -2.08 -1.16 3.43  0.003
C 3.83 0.46 0.81  0.003
C 1.57 -4.08 -1.24  -0.002
C 0.51 6.07 1.45  0.000
C -1.49 4.34 0.48  0.009
C -3.29 -1.41 2.80  0.003
C 2.52 0.72 0.54  -0.031
C -1.46 0.54 1.84  -0.031
C 2.26 1.65 2.69  0.006
C -3.14 -3.61 -1.34  0.001
C -0.77 6.55 1.11  0.001
C -3.67 -0.53 1.77  -0.008
C 3.58 1.43 2.99  -0.006
C -0.77 -3.22 -0.75  0.005
C -2.96 -2.64 -2.35  0.004
C 1.91 -3.15 -2.40  0.004
C 0.53 -3.60 -0.11  0.010
C 4.40 0.84 2.01  0.008
C -1.76 -1.87 -2.38  -0.065
C -2.78 0.49 1.36  0.064
C 1.67 1.30 1.44  0.078
C -1.99 -3.93 -0.55  -0.001
C -1.69 5.72 0.53  0.006
B 0.91 -0.22 -4.59  -0.013
H 2.43 -4.39 -0.72  0.000
H -3.94 -2.28 3.05  0.000
H 4.43 -0.16 0.09  0.001
H 1.58 2.07 3.45  0.000
H -3.07 1.09 0.52  0.006
H 2.44 -1.20 -2.77  0.001
H 0.45 -4.40 0.64  -0.001
H -0.08 -0.50 3.25  -0.002
H 0.94 -2.69 0.37  0.000
H 2.06 0.37 -0.47  -0.091
H 1.68 4.28 1.79  0.000
H -2.28 3.71 0.10  0.003
H 1.22 6.76 1.84  0.000
H -4.15 -4.14 -1.25  0.000
H -2.67 6.11 0.19  0.000
H -1.00 1.50 -1.71  -0.084
H 1.17 -4.97 -1.68  -0.001
H -1.64 -1.00 -3.04  0.004
H 1.15 -3.10 -3.18  0.000
H 2.81 -3.60 -2.81  0.001
H 3.96 1.74 3.94  0.000
H -1.94 -4.69 0.23  0.002
H -4.60 -0.67 1.24  -0.001
H -3.82 -2.28 -2.98  0.001
H 5.45 0.66 2.21  0.000
H -1.79 -1.71 4.36  0.000
H -1.13 7.61 1.22  0.000

**Total charge**: -1
**Molar mass**: 647.35 g/mol
**HOMO-LUMO gap (alpha / beta)**: 6.01 / 7.58 eV
**Energy relative to the best compared isomer or geometry (same formula, charge and spin)**: 53.2 kJ/mol
**HOMO (alpha / beta)**: -3.28 / -4.86 eV
**Multiplicity**: 3
**LUMO (alpha / beta)**: 2.733 / 2.718 eV
**Calculated total energy**: -3804.3149 Eh

Question: The highest energy relative to the best compared isomer or geometry (same formula, charge and spin) belongs to which entry?
Answer: C27H27BF4GeNOPd

Question: Number 2 is which compound?
Answer: C27H27BBrF4N6O3PYb

Please write out number 2 again, unchanged.
ORCA calculation (ωB97M-V/def2-TZVPD) on a molecular structure, C27H27BBrF4N6O3PYb in a non-equilibrium geometry.

Each line ends with the Mulliken spin population.
Cartesian coordinates (Å):
Yb 0.59 0.08 -0.35  1.007
Br -0.79 3.30 -0.48  0.000
P -0.91 -3.14 0.35  0.000
F 2.92 -3.15 -0.43  0.000
F 4.17 -1.23 -0.41  0.000
F 1.91 -1.35 0.65  -0.001
F 2.16 -1.02 -1.51  0.001
O -2.18 -3.71 -0.54  0.000
O -0.16 -4.45 0.71  0.000
O -0.10 -2.48 -0.90  0.000
N -2.20 -0.27 -0.54  0.000
N 0.68 1.54 -2.27  -0.002
N -0.35 0.71 1.78  -0.001
N -2.73 -0.06 1.73  0.000
N 1.56 1.95 2.77  0.000
N 2.40 1.44 0.63  -0.003
C -1.35 2.06 6.08  0.000
C 0.10 2.68 -2.06  0.001
C -3.88 -0.83 -2.13  0.000
C -2.55 -0.45 -1.81  0.001
C -3.40 -4.23 -0.08  0.000
C 0.67 3.35 -4.30  0.000
C -0.03 3.61 -3.13  0.000
C 1.08 -4.75 1.40  0.000
C 2.46 2.07 1.78  -0.001
C 4.52 2.43 0.04  0.000
C -2.83 1.08 4.46  0.001
C 0.41 1.28 2.77  -0.001
C 1.57 1.36 -3.30  0.000
C -1.71 0.88 3.64  0.001
C -4.44 -0.68 0.18  0.000
C -0.28 1.98 5.17  -0.001
C 3.51 1.55 -0.19  -0.002
C 0.10 -3.35 -2.08  0.000
C 3.54 3.10 2.06  0.000
C 1.52 2.18 -4.39  0.000
C -2.66 1.72 5.68  0.000
C -3.07 -0.34 0.46  0.000
C -4.83 -1.00 -1.12  0.000
C -1.61 0.49 2.24  -0.001
C 4.56 3.23 1.18  0.000
C -0.51 1.42 3.95  0.000
C 2.37 1.94 -5.54  0.000
B 2.88 -1.73 -0.38  0.000
H -4.12 -4.43 -0.95  0.000
H -0.31 4.66 -2.96  0.000
H 0.73 2.35 5.28  0.000
H -3.88 -3.54 0.58  0.000
H 2.90 0.96 -5.60  0.000
H 3.42 3.55 3.01  0.000
H 0.04 -4.41 -1.74  0.000
H 1.96 2.20 -6.53  0.000
H -3.24 -5.22 0.43  0.000
H 5.27 2.35 -0.72  0.000
H 1.00 -3.03 -2.51  0.000
H -5.02 -0.60 1.07  0.000
H 0.89 -5.47 2.25  0.000
H -3.47 1.90 6.42  0.000
H 0.48 3.81 -5.28  0.000
H 1.76 -5.32 0.76  0.000
H -3.77 0.76 4.06  0.000
H -5.87 -1.39 -1.27  0.000
H -1.81 -0.29 -2.61  0.000
H 3.48 0.94 -1.16  0.000
H -1.18 2.21 7.15  0.000
H 5.26 4.04 1.29  0.000
H 2.23 0.52 -3.27  0.000
H 1.72 -3.96 1.77  0.000
H 3.24 2.61 -5.35  0.000
H -0.74 -3.16 -2.74  0.000
H -4.11 -1.24 -3.15  0.000

**Total charge**: +1
**Molar mass**: 854.27 g/mol
**HOMO-LUMO gap (alpha / beta)**: 6.79 / 6.57 eV
**Energy relative to the best compared isomer or geometry (same formula, charge and spin)**: 0.0 kJ/mol
**HOMO (alpha / beta)**: -10.36 / -10.36 eV
**Multiplicity**: 2
**LUMO (alpha / beta)**: -3.570 / -3.799 eV
**Calculated total energy**: -6097.8529 Eh